1.
{"formula": "C4H13N3P", "method": "wB97M-V/def2-TZVPD", "elements": ["C", "C", "C", "C", "N", "N", "N", "P", "H", "H", "H", "H", "H", "H", "H", "H", "H", "H", "H", "H", "H"], "coordinates": [[1.426, 0.377, 0.718], [-1.153, 1.830, -0.888], [2.522, -1.406, -0.671], [-0.848, 1.079, 0.454], [2.442, -0.370, 0.384], [-2.121, -0.072, 0.920], [0.219, 0.229, 0.292], [-1.910, -1.641, 0.173], [1.673, 1.277, 1.412], [-1.914, 2.592, -0.629], [-1.567, 1.072, -1.609], [-0.349, 2.294, -1.341], [1.869, -2.280, -0.362], [2.163, -0.855, -1.527], [3.649, -1.754, -0.833], [-0.753, 1.830, 1.347], [3.371, -0.126, 0.911], [-2.935, 0.579, 0.667], [-0.141, -0.583, -0.252], [-2.446, -2.319, 1.181], [-3.197, -1.752, -0.349]], "largest_force_ev_per_a": 5.75, "de_lowest_kcal_mol": 113.6, "charge": 1, "energy_ev": -18104.044, "spin_multiplicity": 3, "s_squared": 2.018, "homo_ev": [-7.8, -13.5]}

***

2.
{"formula": "C12H16Cl6O4", "method": "wB97M-V/def2-TZVPD", "elements": ["O", "C", "C", "C", "O", "C", "O", "C", "C", "O", "H", "H", "H", "H", "Cl", "C", "C", "Cl", "H", "H", "H", "H", "Cl", "C", "C", "Cl", "H", "H", "H", "H", "Cl", "C", "C", "Cl", "H", "H", "H", "H"], "coordinates": [[-0.168, 4.992, 4.008], [-0.747, 3.923, 3.974], [-1.776, 3.523, 2.971], [-2.227, 2.279, 2.907], [-3.082, 1.694, 2.064], [-1.642, 1.208, 3.801], [-2.051, 0.042, 3.576], [-0.683, 1.591, 4.803], [-0.257, 2.845, 4.884], [0.584, 3.437, 5.785], [-2.091, 4.272, 2.245], [-3.157, 0.747, 2.331], [-0.275, 0.789, 5.375], [0.849, 2.775, 6.430], [-0.374, -4.573, 0.152], [1.030, -4.368, -0.903], [1.854, -3.106, -0.722], [2.540, -3.009, 0.931], [0.611, -4.307, -1.905], [1.670, -5.254, -0.844], [1.239, -2.216, -0.850], [2.705, -3.116, -1.412], [2.142, -2.033, -3.833], [2.576, -1.040, -5.271], [2.484, 0.446, -4.984], [3.601, 1.053, -3.761], [1.899, -1.308, -6.079], [3.616, -1.237, -5.536], [1.485, 0.697, -4.655], [2.682, 0.910, -5.950], [-0.350, 0.609, -2.431], [-1.421, -0.569, -1.694], [-2.402, 0.141, -0.745], [-3.401, -0.958, 0.185], [-0.733, -1.217, -1.136], [-1.879, -1.180, -2.459], [-3.074, 0.850, -1.226], [-1.776, 0.670, -0.025]], "largest_force_ev_per_a": 2.73, "smiles": "O=C1C=C(O)C(=O)C=C1O.ClCCCl.ClCCCl.ClCCCl", "de_lowest_kcal_mol": 0.0, "energy_ev": -96027.406, "homo_ev": -9.8}

***

3.
{"formula": "C17H16N5NaS2", "method": "wB97M-V/def2-TZVPD", "elements": ["Na", "C", "S", "C", "S", "N", "N", "C", "C", "C", "C", "C", "C", "N", "H", "H", "H", "H", "H", "H", "H", "H", "N", "C", "C", "C", "C", "C", "C", "C", "C", "N", "C", "H", "H", "H", "H", "H", "H", "H", "H"], "coordinates": [[0.469, 0.770, 0.148], [-1.282, 6.128, -0.464], [0.093, 5.580, -1.474], [0.306, 3.887, -1.032], [-0.687, 3.144, 0.130], [1.314, 3.402, -1.708], [1.578, 2.080, -1.504], [2.715, 1.732, -1.970], [3.179, 0.347, -1.975], [4.405, 0.071, -2.584], [4.853, -1.233, -2.662], [4.055, -2.234, -2.135], [2.861, -1.867, -1.535], [2.418, -0.618, -1.432], [-1.296, 7.213, -0.572], [-1.133, 5.867, 0.580], [-2.232, 5.717, -0.799], [3.359, 2.476, -2.436], [4.985, 0.884, -2.997], [5.799, -1.465, -3.133], [4.340, -3.275, -2.179], [2.224, -2.644, -1.133], [0.248, -2.103, 0.624], [-0.884, -2.539, 1.311], [-1.029, -3.799, 1.829], [-2.193, -4.155, 2.538], [-3.209, -3.263, 2.719], [-3.088, -1.950, 2.205], [-4.087, -0.965, 2.364], [-3.881, 0.284, 1.859], [-2.668, 0.565, 1.197], [-1.713, -0.320, 1.023], [-1.920, -1.576, 1.509], [-0.014, -1.479, -0.129], [0.857, -2.835, 0.301], [-0.245, -4.534, 1.687], [-2.276, -5.160, 2.932], [-4.108, -3.539, 3.255], [-5.002, -1.217, 2.887], [-4.618, 1.068, 1.959], [-2.492, 1.555, 0.797]], "largest_force_ev_per_a": 0.33, "de_lowest_kcal_mol": 0.0, "energy_ev": -51427.326, "homo_ev": -7.3}

***

4.
{"formula": "C24H25BeN3O3PS4", "method": "wB97M-V/def2-TZVPD", "elements": ["Be", "O", "C", "O", "C", "P", "C", "C", "C", "C", "C", "C", "C", "C", "C", "C", "C", "C", "H", "H", "H", "H", "H", "H", "H", "H", "H", "H", "H", "H", "O", "C", "S", "C", "C", "S", "S", "S", "C", "C", "N", "C", "N", "C", "C", "C", "N", "C", "H", "H", "H", "H", "H", "H", "H", "H", "H", "H", "H", "H", "H"], "coordinates": [[0.180, -1.343, 0.488], [2.510, 0.897, -1.502], [1.731, 0.666, -0.591], [1.144, -0.480, -0.447], [1.447, 1.702, 0.478], [-0.362, 2.061, 0.630], [-0.578, 3.047, -0.907], [-1.113, 2.363, -1.999], [-1.279, 3.001, -3.221], [-0.928, 4.337, -3.361], [-0.409, 5.030, -2.275], [-0.232, 4.387, -1.058], [-0.349, 3.390, 1.893], [-1.599, 3.830, 2.337], [-1.708, 4.789, 3.330], [-0.563, 5.315, 3.917], [0.683, 4.875, 3.500], [0.789, 3.921, 2.494], [2.036, 2.592, 0.262], [1.736, 1.269, 1.441], [-1.406, 1.324, -1.878], [-1.689, 2.456, -4.062], [-1.063, 4.839, -4.311], [-0.139, 6.075, -2.376], [0.172, 4.935, -0.214], [-2.497, 3.394, 1.912], [-2.688, 5.104, 3.666], [-0.646, 6.053, 4.706], [1.581, 5.269, 3.961], [1.772, 3.587, 2.187], [-4.464, 1.697, 3.900], [-3.645, 1.021, 3.319], [-2.025, 0.687, 3.931], [-1.467, -0.271, 2.571], [-2.324, -0.432, 1.549], [-1.917, -1.221, 0.043], [-3.882, 0.362, 1.699], [0.192, -0.833, 2.564], [1.862, -4.254, -3.434], [2.501, -2.998, -2.875], [2.001, -2.716, -1.543], [1.199, -3.525, -0.809], [0.601, -3.030, 0.242], [-0.128, -3.956, 1.105], [-0.833, -5.018, 0.286], [0.207, -5.765, -0.522], [1.083, -4.827, -1.208], [1.854, -5.307, -2.339], [2.413, -4.604, -4.308], [0.831, -4.055, -3.735], [2.303, -2.133, -3.510], [3.588, -3.130, -2.840], [1.923, -1.734, -1.264], [-0.841, -3.375, 1.685], [0.562, -4.423, 1.819], [-1.553, -4.526, -0.372], [-1.375, -5.716, 0.925], [-0.260, -6.401, -1.279], [0.795, -6.419, 0.134], [1.384, -6.227, -2.688], [2.883, -5.556, -2.046]], "largest_force_ev_per_a": 0.39, "charge": -1, "energy_ev": -88946.224, "homo_ev": -3.7}

***

> What is the formula in the second record?

C12H16Cl6O4